Molecular formula: C7H5ClF6N4O8
Method: DFT, the ωB97M-V functional and the def2-TZVPD basis

E_HOMO ... -8.56 eV

ORCA input file:
```
! RIJCOSX wB97M-V def2-TZVPD def2/J DEFGRID3
* xyz 0 1
N -0.05250 4.04772 -0.97948
C -0.90551 3.25019 -0.32977
N -2.19497 3.42223 -0.03607
C -2.62676 2.31695 0.61044
O -3.82186 2.04435 1.05229
N -1.57312 1.52369 0.70500
C -1.44903 0.16237 1.28934
O -1.18959 0.02454 2.40274
C -1.73562 -0.99704 0.27454
F -3.05640 -1.24541 0.35459
F -1.47252 -0.49107 -0.96323
C -0.83673 -2.23707 0.51752
F -1.51512 -3.05735 1.36311
F 0.28360 -1.92188 1.16308
C -0.58427 -3.05710 -0.78600
F -1.71100 -3.19900 -1.50549
F -0.25942 -4.30347 -0.37995
C 0.58033 -2.51800 -1.66382
O 0.76397 -3.02580 -2.69516
O 1.35587 -1.48806 -1.25636
N -0.47922 2.03473 0.13920
H -0.25087 4.49353 -1.86493
H 0.87223 4.21022 -0.60047
H -4.16777 1.25327 0.59626
H 2.17504 -1.77111 -0.80088
H 0.43877 1.59689 0.06630
O 3.71666 -1.24385 0.35241
Cl 4.69237 -0.20947 0.66729
O 4.26018 0.49045 1.85461
O 4.77066 0.71357 -0.44049
O 5.97262 -0.81903 0.89340
*
```

These are the natural (NBO) partial charges, in e, on atoms 1 to 8:
1 N -0.82
2 C 0.59
3 N -0.47
4 C 0.71
5 O -0.61
6 N -0.24
7 C 0.63
8 O -0.33